1.
12
Properties=species:S:1:pos:R:3 method="wB97M-V/def2-TZVPD" total_charge=0 de_lowest_kcal_mol=72.59 total_energy_ha=-306.39062 largest_force_ev_per_a=3.20
O 2.226 -1.504 -0.052
C 1.373 -0.762 0.378
C 0.331 -0.084 -0.428
C -1.203 -0.488 -0.088
O -1.643 0.857 -0.301
C -0.286 1.234 -0.026
H 1.269 -0.569 1.464
H 0.573 -0.183 -1.509
H -1.097 -1.172 -0.880
H -1.405 -0.773 0.962
H -0.136 1.326 1.059
H -0.004 2.119 -0.578


2.
7
Properties=species:S:1:pos:R:3 method="wB97M-V/def2-TZVPD" total_charge=+1 smiles=CC#[N+]F de_lowest_kcal_mol=63.94 total_energy_ha=-232.16947 largest_force_ev_per_a=7.51
C 0.095 -0.344 -0.218
C -0.511 0.677 0.399
N 0.856 -1.096 -0.671
F 1.585 -1.893 -1.378
H -1.144 0.272 1.255
H -1.187 1.179 -0.195
H 0.306 1.206 0.807


3.
17
Properties=species:S:1:pos:R:3 method="wB97M-V/def2-TZVPD" total_charge=0 de_lowest_kcal_mol=106.31 total_energy_ha=-309.67295 largest_force_ev_per_a=0.31
C -0.431 -1.561 -0.099
C -0.063 -0.403 0.816
C 1.430 0.023 0.899
C 1.038 1.444 0.482
O 1.044 1.563 -0.969
C -0.241 1.254 -1.139
C -0.440 1.050 0.368
H -1.518 -1.662 -0.188
H -0.033 -2.502 0.298
H -0.029 -1.420 -1.108
H -0.462 -0.582 1.820
H 1.857 -0.043 1.903
H 2.107 -0.462 0.188
H 1.463 2.325 0.966
H -2.431 -0.505 -2.768
H -1.921 -0.016 -2.521
H -1.288 1.540 0.847


4.
20
Properties=species:S:1:pos:R:3 method="wB97M-V/def2-TZVPD" total_charge=0 smiles="C=C(C)NC.O.O" de_lowest_kcal_mol=40.30 total_energy_ha=-365.37827 largest_force_ev_per_a=2.75
C -3.008 -1.228 0.133
C -1.735 -1.990 0.391
C -1.767 -3.310 0.739
C -0.168 -0.073 0.178
N -0.608 -1.404 -0.169
H -3.510 -1.037 1.106
H -2.882 -0.325 -0.463
H -3.714 -1.907 -0.335
H -2.771 -3.711 0.760
H -0.808 -3.702 1.050
H -0.036 -0.018 1.261
H 0.830 0.101 -0.234
H -0.786 0.808 -0.048
H 0.011 -2.085 -0.557
H 3.214 3.952 -2.662
H 2.299 4.067 -1.394
O 3.145 3.805 -1.717
H 3.443 1.775 0.882
H 2.631 2.667 -0.029
O 2.657 2.319 0.872


no.,M (g/mol)
1,86.1
2,60.1
3,98.1
4,107.2